142
Properties=species:S:1:pos:R:3:forces:R:3:lowdin_charge:R:1 method="wB97M-V/def2-TZVPD" e_above_lowest_kj_mol=33.3 spin_multiplicity=1 charge=0 homo_lumo_gap_ev=7.2
Ca -0.097 0.710 0.470 0.5078 -1.8725 0.2489 1.032
N 1.004 -1.734 1.481 0.1398 0.2725 -0.6465 -0.002
C 1.144 -2.909 0.601 -0.0958 0.1679 0.1546 -0.299
C 2.543 -3.492 0.533 0.1054 0.0426 0.0319 -0.191
C 3.527 -2.563 -0.175 0.0130 0.0039 0.0045 -0.205
C 3.108 -2.154 -1.585 -0.1368 0.1187 0.1241 -0.249
N 2.184 -0.999 -1.558 0.0809 -0.2020 0.0874 0.022
H 1.820 -1.130 1.376 0.0629 -0.1080 0.0889 0.005
H 0.984 -2.009 2.453 -0.0792 -0.0411 0.0973 0.063
H 0.854 -2.594 -0.402 -0.1527 -0.0962 0.0492 0.060
H 0.437 -3.669 0.930 -0.0433 0.0656 0.0807 0.082
H 2.499 -4.452 0.004 0.0430 0.0459 -0.0166 0.112
H 2.913 -3.698 1.543 -0.0496 -0.0643 -0.0125 0.113
H 4.503 -3.049 -0.214 0.0321 0.0382 -0.0145 0.114
H 3.670 -1.647 0.411 0.0755 -0.0275 0.0309 0.082
H 2.597 -2.990 -2.074 -0.0308 0.0114 -0.0234 0.110
H 4.003 -1.940 -2.173 0.0685 0.0530 -0.0848 0.105
H 2.638 -0.210 -1.107 0.1374 0.0713 0.0204 0.016
H 1.974 -0.711 -2.505 0.0848 -0.0285 -0.0077 0.032
C -3.367 2.418 -0.386 -0.1219 0.1422 -0.1346 -0.113
C -2.051 1.757 -0.097 -0.5930 0.2577 0.0034 -0.451
O -1.092 2.558 0.037 -0.3676 0.8308 -0.0562 -0.335
H -4.031 2.242 0.466 -0.0223 -0.0224 -0.0426 0.065
H -3.841 1.964 -1.262 -0.0134 0.0022 0.0831 0.052
H -3.247 3.494 -0.539 -0.0607 0.0601 -0.0054 0.076
N -1.404 0.609 4.963 -0.1163 0.0006 0.0219 0.136
C -0.559 0.293 3.948 -0.1137 -0.1378 -0.1583 -0.166
N -1.181 0.033 2.828 -0.1291 0.4347 -0.1516 0.062
C -2.540 0.205 3.118 0.2738 -0.0364 -0.0163 -0.224
C -3.655 0.070 2.294 -0.0142 -0.0459 -0.0737 -0.048
C -4.897 0.304 2.849 0.0049 -0.0037 0.0202 -0.082
C -5.039 0.658 4.202 0.0182 0.0063 0.0149 -0.086
C -3.942 0.793 5.032 -0.0275 0.0154 0.0465 -0.018
C -2.694 0.566 4.458 0.1367 -0.0037 0.0650 -0.190
H -1.131 0.882 5.889 0.0591 0.0022 0.0820 0.159
H 0.516 0.259 4.082 -0.1767 0.0392 -0.0082 0.103
H -3.525 -0.193 1.251 -0.0098 0.0285 0.0422 0.068
H -5.783 0.221 2.229 0.0408 -0.0188 0.0413 0.104
H -6.031 0.828 4.604 0.0617 -0.0037 -0.0332 0.103
H -4.054 1.061 6.077 0.0140 -0.0074 -0.0925 0.110
C -1.240 2.572 -3.070 0.0458 -0.0371 -0.0902 -0.173
N -0.314 1.496 -2.676 0.2774 -0.2013 0.1210 -0.075
C 1.052 2.049 -2.712 -0.1860 0.1451 -0.1301 -0.195
N 1.412 2.556 -4.037 -0.1086 0.0166 -0.0664 -0.074
C 0.441 3.600 -4.398 -0.0541 -0.1705 0.0457 -0.159
N -0.939 3.091 -4.409 0.0724 -0.1012 -0.0206 -0.079
C -1.013 1.975 -5.361 0.1349 0.0076 0.1956 -0.167
N -0.075 0.890 -5.026 0.0015 0.1115 0.0059 -0.077
C -0.397 0.422 -3.675 0.1508 0.2959 -0.0795 -0.179
C 1.283 1.458 -5.001 -0.1739 0.0683 0.1195 -0.165
H -1.168 3.381 -2.341 -0.0001 -0.0392 -0.0114 0.117
H -2.260 2.181 -3.061 0.0260 -0.0070 -0.0103 0.118
H 1.757 1.271 -2.428 0.0533 0.0488 -0.0125 0.075
H 1.123 2.861 -1.983 0.0036 -0.0402 0.0018 0.102
H 0.688 3.984 -5.389 -0.0047 0.0067 -0.0387 0.124
H 0.511 4.416 -3.676 0.0112 -0.0146 0.0072 0.127
H -0.784 2.342 -6.362 0.0168 0.0265 -0.0285 0.122
H -2.029 1.576 -5.357 -0.0064 -0.0108 -0.0044 0.123
H 0.300 -0.371 -3.401 -0.1107 0.0171 -0.0260 0.090
H -1.406 0.012 -3.671 -0.0514 -0.0247 0.0059 0.095
H 1.524 1.833 -5.996 0.0259 -0.0118 -0.0358 0.124
H 1.994 0.669 -4.741 -0.0133 0.0155 0.0020 0.123
C 5.119 2.254 3.638 0.2542 0.1299 -0.0938 -0.227
Si 3.395 1.588 3.278 0.0222 0.0216 0.1196 0.274
C 3.537 -0.270 3.619 0.0010 -0.2690 -0.1026 -0.235
C 2.341 2.277 4.694 -0.2351 0.1165 0.0972 -0.235
Si 2.458 2.041 1.180 0.3945 -0.0269 -0.0727 0.328
Si 4.469 2.260 -0.029 0.1438 0.0286 0.0754 0.282
C 5.572 0.740 0.207 0.0881 -0.1711 0.1763 -0.223
C 4.341 2.480 -1.896 -0.2480 0.0015 -0.2061 -0.228
C 5.500 3.748 0.493 0.0514 0.2482 0.1558 -0.227
Si 1.819 4.277 1.467 -0.2183 0.0383 0.0717 0.282
C 3.039 5.432 2.314 0.3196 0.0093 0.0865 -0.214
C 1.390 5.056 -0.193 -0.0369 -0.0103 -0.2755 -0.222
C 0.248 4.354 2.508 -0.1973 -0.0392 0.1018 -0.219
H 5.435 1.974 4.650 -0.0577 0.0025 -0.0880 0.033
H 5.134 3.348 3.570 0.0134 -0.1703 0.0696 0.014
H 5.864 1.869 2.930 -0.0982 0.0877 0.1713 0.019
H 4.085 -0.448 4.553 -0.0734 0.0205 -0.0891 0.032
H 4.082 -0.781 2.812 -0.1041 0.0517 0.1435 0.012
H 2.556 -0.756 3.710 0.1518 0.0512 -0.0103 -0.006
H 2.526 1.735 5.632 0.0337 0.0688 -0.1003 0.032
H 1.267 2.236 4.477 0.1826 0.0375 0.0760 -0.019
H 2.588 3.333 4.861 -0.0538 -0.1460 0.0019 0.026
H 5.262 -0.088 -0.438 -0.0141 0.0143 0.0244 0.006
H 5.557 0.378 1.243 0.0414 0.0191 -0.1940 0.002
H 6.612 0.980 -0.048 -0.1215 -0.0205 0.0092 0.034
H 4.034 1.566 -2.420 0.0317 0.0953 0.0496 0.012
H 5.320 2.773 -2.291 -0.0739 -0.0470 0.0434 0.035
H 3.625 3.266 -2.169 0.1222 -0.1056 -0.0138 0.013
H 5.585 3.838 1.580 0.0314 0.0231 -0.2363 -0.001
H 5.038 4.671 0.120 0.1178 -0.1424 0.0135 0.022
H 6.512 3.684 0.073 -0.1221 -0.0124 0.0027 0.034
H 3.944 5.571 1.713 -0.1670 0.0380 0.1555 0.004
H 3.350 5.042 3.291 -0.0526 0.0889 -0.1282 0.013
H 2.581 6.415 2.472 0.0066 -0.0778 -0.0068 0.031
H 2.217 4.977 -0.912 -0.1216 0.0315 0.1022 0.018
H 1.145 6.119 -0.074 0.0280 -0.1188 -0.0122 0.033
H 0.510 4.551 -0.616 0.1329 0.1036 0.0801 0.001
H 0.427 4.013 3.534 -0.0177 0.0841 -0.1236 0.004
H -0.138 5.381 2.560 0.0741 -0.1305 -0.0139 0.034
H -0.535 3.726 2.068 0.0778 0.1131 0.0669 0.001
C -2.235 -4.379 1.334 -0.0532 -0.1113 0.0410 -0.149
C -3.416 -4.134 0.391 0.0531 0.0998 -0.1727 -0.706
C -4.543 -3.464 1.177 -0.0063 -0.1237 0.0846 -0.127
C -3.915 -5.458 -0.183 -0.0401 -0.0112 0.1334 -0.112
Sb -2.648 -2.687 -1.105 0.0500 -0.0899 0.1629 1.587
C -4.496 -2.009 -2.105 0.1146 -0.0877 0.0741 -0.710
C -5.088 -0.946 -1.173 -0.0550 0.0304 -0.0558 -0.142
C -5.531 -3.096 -2.386 -0.0740 0.1117 -0.0499 -0.107
C -4.077 -1.327 -3.407 -0.0653 -0.0065 -0.0383 -0.131
C -1.690 -4.020 -2.592 -0.1832 0.1093 0.0656 -0.707
C -2.667 -4.810 -3.460 0.1405 -0.0526 -0.0587 -0.112
C -0.746 -4.973 -1.856 0.0467 -0.0294 -0.0573 -0.123
C -0.844 -3.089 -3.464 0.0261 -0.0560 -0.0884 -0.150
H -2.540 -5.057 2.145 0.0253 0.0832 -0.0696 0.089
H -1.883 -3.445 1.786 -0.0289 -0.0574 -0.0205 0.065
H -1.391 -4.843 0.815 -0.1052 0.0106 0.0832 0.048
H -4.813 -4.097 2.036 0.0385 0.0713 -0.0879 0.091
H -5.444 -3.336 0.574 0.0607 -0.0163 0.0727 0.058
H -4.248 -2.487 1.572 -0.0188 -0.0544 -0.0024 0.053
H -4.266 -6.100 0.640 0.0274 0.0595 -0.0780 0.089
H -3.132 -6.006 -0.708 -0.0695 0.0145 0.0471 0.052
H -4.752 -5.319 -0.871 0.0642 -0.0366 0.0506 0.062
H -5.927 -0.442 -1.674 0.0633 -0.0414 0.0471 0.092
H -4.346 -0.183 -0.915 -0.0628 -0.0666 -0.0399 0.036
H -5.469 -1.376 -0.243 0.0280 0.0573 -0.0785 0.056
H -5.845 -3.606 -1.474 -0.0119 0.0463 -0.0745 0.053
H -5.164 -3.847 -3.089 -0.0482 0.0572 0.0719 0.062
H -6.428 -2.636 -2.828 0.0821 -0.0479 0.0245 0.089
H -3.370 -0.514 -3.214 -0.0788 -0.0320 -0.0237 0.051
H -4.960 -0.890 -3.897 0.0854 -0.0217 0.0537 0.091
H -3.618 -2.021 -4.116 -0.0656 0.0765 0.0511 0.059
H -3.349 -5.420 -2.864 0.0504 0.0356 -0.0751 0.061
H -2.106 -5.487 -4.121 -0.0527 0.0725 0.0492 0.089
H -3.263 -4.154 -4.099 0.0549 -0.0705 0.0464 0.060
H -1.281 -5.765 -1.329 0.0694 0.0620 -0.0312 0.061
H -0.114 -4.447 -1.134 -0.0459 -0.0698 -0.1227 0.042
H -0.082 -5.459 -2.586 -0.0550 0.0267 0.0504 0.090
H -1.451 -2.350 -3.997 0.0850 -0.0828 0.0497 0.054
H -0.300 -3.676 -4.218 -0.0367 0.0513 0.0672 0.092
H -0.107 -2.547 -2.860 -0.0322 -0.0387 -0.0389 0.046

---

15
Properties=species:S:1:pos:R:3:forces:R:3:nbo_charge:R:1 method="wB97M-V/def2-TZVPD" smiles=Cc1c[nH]c(N)c1 e_above_lowest_kj_mol=242.4 spin_multiplicity=1 charge=0 homo_lumo_gap_ev=8.2
C -2.032 -0.163 -0.332 -0.5788 -0.6800 0.2245 -0.596
C -1.011 -0.015 0.859 0.0543 0.3610 -1.0180 -0.220
C -0.539 1.199 0.421 0.4896 0.5674 0.1937 0.058
N 0.724 1.078 -0.042 0.3742 0.2923 0.4350 -0.548
C 1.178 -0.204 0.242 -0.0938 0.0489 0.0937 0.289
N 2.513 -0.517 -0.058 0.1134 -0.0692 0.0372 -0.820
C 0.168 -0.889 0.849 0.0733 0.0194 -0.3800 -0.333
H -2.353 -1.192 -0.362 -0.5750 -0.3105 -0.0747 0.212
H -2.886 0.524 -0.290 0.0732 -0.2929 0.2550 0.211
H -1.540 0.038 -1.318 -0.1218 -0.3156 0.6270 0.169
H -1.157 2.063 0.228 0.2070 0.0456 -0.3595 0.202
H 1.219 1.780 -0.563 0.2637 0.0626 0.2571 0.409
H 2.703 -1.495 0.123 -0.0098 0.1159 -0.0222 0.381
H 2.736 -0.318 -1.029 -0.0102 -0.0610 0.1606 0.368
H 0.278 -1.888 1.271 -0.2595 0.2161 -0.4294 0.216

---

21
Properties=species:S:1:pos:R:3:forces:R:3:nbo_charge:R:1 method="wB97M-V/def2-TZVPD" smiles=CC[C@H](C)O.O.O e_above_lowest_kj_mol=173.2 spin_multiplicity=1 charge=0 homo_lumo_gap_ev=10.7
C -1.330 1.398 0.553 1.4667 1.1279 -4.1547 -0.625
C -0.766 0.042 0.645 2.3546 -4.4353 0.9340 -0.437
C -0.928 -1.037 -0.592 -0.0991 1.5032 3.1961 0.114
C -0.820 -2.446 0.022 -2.6999 2.2879 1.8331 -0.632
O -0.056 -0.677 -1.615 2.9680 -2.3704 -1.6766 -0.738
H -1.930 1.616 -0.411 0.8740 -0.6419 1.3008 0.199
H -0.457 2.072 0.494 -0.7084 0.1657 0.2309 0.221
H -1.941 1.654 1.320 -1.7150 0.7857 2.4674 0.213
H 0.354 -0.003 0.963 -1.3752 0.7081 -1.3067 0.223
H -1.025 -0.542 1.569 -1.0244 0.7684 -0.7510 0.201
H -1.892 -0.850 -1.017 -0.9156 -0.1962 -0.0929 0.167
H -1.115 -3.244 -0.591 -0.7931 -0.9864 -0.9779 0.213
H 0.134 -2.667 0.350 2.3172 -0.1866 0.7699 0.204
H -1.480 -2.365 1.010 1.2194 -0.6899 -2.2971 0.223
H 0.730 -1.331 -1.701 -2.1382 1.3903 0.3857 0.480
H 1.066 0.596 -1.552 -0.8159 0.4251 0.0276 0.502
H 0.986 2.199 -1.281 0.4882 -1.5308 -0.0575 0.486
O 1.461 1.351 -1.099 0.5919 1.8554 0.0279 -0.998
H 3.703 1.218 1.234 -0.1946 0.2491 0.3747 0.455
H 2.494 1.416 0.418 -1.0760 -0.1288 -1.6076 0.489
O 2.813 1.599 1.282 1.2755 -0.1005 1.3740 -0.959

---

7
Properties=species:S:1:pos:R:3:forces:R:3:nbo_charge:R:1 method="wB97M-V/def2-TZVPD" e_above_lowest_kj_mol=595.9 spin_multiplicity=1 charge=0 homo_lumo_gap_ev=9.2
C -0.034 -1.430 0.047 3.5898 1.7730 -0.1320 -0.162
C 1.105 -0.695 0.034 -4.8481 -3.1934 -0.0521 0.245
C -0.661 -0.009 0.011 1.4332 0.3970 3.8405 -0.323
N 1.507 0.577 -0.043 1.9298 0.7961 0.4023 -0.189
N 0.402 1.137 0.086 -0.8878 0.5398 -0.3940 -0.081
H -0.929 0.183 -0.951 -1.5792 0.2693 -2.8094 0.253
H -1.391 0.236 0.818 0.3623 -0.5819 -0.8554 0.257